Entry 1:
The following is a DFT calculation (the ωB97M-V functional and the def2-TZVPD basis) of a structure of composition C4H4.

Structure (XYZ):
```
8
Properties=species:S:1:pos:R:3:forces:R:3:lowdin_charge:R:1
H -0.739 1.374 0.927 2.87 -1.21 -2.85 0.182
C 1.313 0.193 -0.231 -2.32 1.61 0.57 -0.082
C -0.766 -0.592 -0.122 0.43 -0.42 -2.90 -0.232
H -1.019 -0.810 -1.161 0.03 -0.87 0.32 0.110
H 2.132 0.864 -0.094 0.93 -0.54 -0.39 0.085
C 0.690 -0.913 0.233 0.13 0.37 0.31 0.002
C -0.071 0.687 -0.121 -1.45 1.15 4.31 -0.149
H -1.540 -0.803 0.569 -0.62 -0.10 0.63 0.084
```
Positions in Å, forces in eV/Å.

Properties
- HOMO level (alpha / beta) (hartree) = -0.3103 / -0.3103
- frontier orbital gap (alpha / beta) (Ha) = 0.333 / 0.333
- ΔE to the lowest compared entry with this formula, charge and spin (kJ/mol) = 342.0

Entry 2:
The following is a DFT calculation (the ωB97M-V functional and the def2-TZVPD basis) of a cluster of 2 separate species, C12H16N2O in total.

Structure (XYZ):
```
31
Properties=species:S:1:pos:R:3:forces:R:3:mulliken_spin:R:1
C 0.078 1.737 0.742 2.51 0.25 -2.56 0.010
H -2.879 1.671 2.244 -1.74 -1.38 1.36 0.000
H 0.708 1.220 -0.234 -2.61 0.74 2.73 0.004
H -1.263 3.547 0.052 2.40 -0.96 0.55 0.000
H 1.497 -0.639 -3.376 -0.80 -0.03 1.45 -0.001
H -2.002 -2.952 -0.002 -0.21 -1.27 2.00 0.002
H -0.350 -1.881 1.564 -0.10 -0.58 -0.06 -0.003
H 0.193 3.816 1.247 -0.98 -0.27 -0.78 0.000
H 0.860 1.655 1.519 -0.27 0.29 -0.21 0.000
C 1.661 -1.172 1.594 0.45 -1.25 -5.44 -0.063
H 3.375 -0.073 -1.126 1.90 1.17 -2.05 0.008
H -0.971 -1.126 -3.392 0.70 -0.35 1.42 0.000
H -2.958 -1.731 -0.810 -0.10 1.38 0.60 0.009
C -1.110 1.155 1.347 -2.64 -0.25 0.01 -0.005
C 2.658 -0.669 -0.725 -3.91 -2.33 1.18 0.012
N -2.157 1.956 1.683 1.91 3.68 -2.43 0.000
H -2.283 2.883 1.232 0.24 -1.29 1.08 0.000
H 1.738 -1.040 2.636 0.21 -0.05 0.94 -0.001
C 0.508 -1.691 0.950 2.11 1.17 2.02 0.119
C -2.102 -2.363 -0.839 1.41 1.04 -1.12 0.014
C 1.412 -1.088 -1.278 3.63 1.04 2.76 0.127
H 0.518 3.442 -0.421 -0.67 0.19 0.24 0.001
H 3.687 -0.500 1.031 1.62 0.48 1.00 0.009
C 2.793 -0.842 0.634 -3.56 -0.37 2.42 0.187
C -0.356 -1.262 -2.450 -0.60 0.62 -2.93 0.377
C -0.741 -1.846 -1.184 -1.49 1.65 -2.83 0.147
N 0.957 -0.774 -2.487 -2.97 -1.42 -2.24 -0.012
H -2.380 -2.944 -1.652 -0.41 -1.80 -1.56 0.006
O -1.268 -0.008 1.580 0.41 -2.62 0.58 0.016
C 0.370 -1.669 -0.474 2.66 0.29 2.42 0.040
C -0.192 3.191 0.393 0.92 2.21 -0.56 -0.003
```
Positions in Å, forces in eV/Å.

Properties
- HOMO level (alpha / beta) (hartree) = -0.4459 / -0.4496
- charge = +1
- frontier orbital gap (alpha / beta) (Ha) = 0.323 / 0.212
- ΔE to the lowest compared entry with this formula, charge and spin (kJ/mol) = 279.6
- multiplicity = 2

Entry 3:
The following is a DFT calculation (the ωB97M-V functional and the def2-TZVPD basis) of a structure of composition C4H12Ca2F2O2.

Structure (XYZ):
```
22
Properties=species:S:1:pos:R:3:forces:R:3:lowdin_charge:R:1
F 21.192 -0.648 -26.555 0.35 0.61 1.20 -0.744
H 24.458 3.909 -20.133 0.18 0.41 0.05 0.086
C 20.929 5.207 -25.245 -0.48 -0.45 -1.29 -0.249
O 22.780 3.203 -22.954 0.37 -0.49 0.22 -0.128
C 23.341 2.961 -21.625 -0.37 1.07 0.07 -0.264
Ca 22.792 -1.007 -25.032 -0.93 1.06 -0.86 1.739
H 23.033 5.180 -24.821 0.25 -0.07 -0.17 0.076
C 24.215 4.127 -21.172 -0.23 -0.88 -0.61 -0.067
H 22.527 6.419 -26.006 -0.05 0.14 0.46 0.097
H 20.311 5.316 -26.137 -0.17 0.31 0.16 0.113
H 23.639 5.043 -21.275 0.06 0.10 0.25 0.083
H 22.852 2.353 -23.399 -0.07 0.19 -0.18 0.013
F 22.173 1.132 -24.738 -0.32 -1.28 -0.41 -0.704
H 23.878 2.010 -21.650 0.04 0.04 0.17 0.108
Ca 20.290 1.419 -26.019 1.11 0.51 0.53 1.697
H 22.566 4.833 -26.562 0.21 -0.47 0.34 0.080
H 22.516 2.930 -20.909 -0.06 -0.45 -0.17 0.114
H 21.483 3.567 -24.325 -0.30 0.18 0.44 0.024
C 22.364 5.399 -25.649 -0.13 0.59 -0.36 -0.070
H 25.117 4.202 -21.776 0.08 0.06 0.11 0.078
O 20.707 3.805 -24.871 0.26 -0.99 -0.26 -0.209
H 20.545 5.882 -24.486 0.19 -0.19 0.31 0.127
```
Positions in Å, forces in eV/Å.

Properties
- HOMO level (hartree) = -0.5797
- charge = +2
- frontier orbital gap (Ha) = 0.263

Entry 4:
The following is a DFT calculation (the ωB97M-V functional and the def2-TZVPD basis) of a cluster of 4 separate species, C4H14O3 in total.

Structure (XYZ):
```
21
Properties=species:S:1:pos:R:3:forces:R:3:lowdin_charge:R:1
H -2.176 1.423 0.713 -0.13 0.03 -0.07 0.107
C -1.056 -0.413 2.198 0.38 0.54 -0.06 0.002
O 2.954 -0.332 -0.603 -0.05 -0.23 -0.11 -0.066
H -1.698 0.222 2.796 0.03 0.22 -0.07 0.065
O 0.762 -1.093 -2.285 -0.07 0.08 0.13 -0.082
H 1.628 2.080 1.607 0.22 -0.04 -0.13 0.067
H -2.341 -0.712 -1.521 0.18 -0.03 -0.01 0.071
H 1.462 -0.803 -1.672 0.10 -0.07 -0.16 -0.015
O 1.623 1.225 1.164 -0.28 0.40 0.34 -0.049
H -1.007 1.222 -0.579 0.14 0.12 -0.13 0.106
H -3.570 -0.407 -0.293 0.01 -0.14 0.15 0.072
H -0.440 -1.089 0.333 0.41 0.33 -0.06 0.111
C -0.963 -0.303 0.875 -0.88 -0.59 -0.07 -0.227
C -1.723 0.689 0.042 0.16 -0.26 0.22 -0.266
C -2.763 0.045 -0.866 -0.39 0.34 -0.08 -0.103
H 2.505 0.245 0.039 0.22 0.14 0.04 -0.008
H -0.392 -1.055 2.747 -0.11 -0.56 0.11 0.059
H 3.745 0.137 -0.880 -0.03 0.04 -0.01 0.049
H -3.227 0.816 -1.487 0.07 -0.10 -0.06 0.072
H 0.730 0.884 1.331 0.05 -0.20 0.02 0.006
H 1.239 -1.337 -3.083 -0.03 -0.02 -0.01 0.028
```
Positions in Å, forces in eV/Å.

Properties
- SMILES string = C=CCC.O.O.O
- HOMO level (hartree) = -0.3664
- frontier orbital gap (Ha) = 0.391
- ΔE to the lowest compared entry with this formula, charge and spin (kJ/mol) = 67.0

Entry 5:
The following is a DFT calculation (the ωB97M-V functional and the def2-TZVPD basis) of a structure of composition C4H3DyLiO2.

Structure (XYZ):
```
11
Properties=species:S:1:pos:R:3:forces:R:3:mulliken_spin:R:1
H -0.292 1.309 -1.606 0.04 -0.06 0.26 -0.009
O 0.536 0.513 0.194 -0.49 -1.75 -0.48 -0.077
Li 0.764 -1.388 -0.006 0.61 0.77 0.02 0.127
C -0.415 1.378 -0.520 -0.40 0.35 -0.43 0.102
Dy -1.953 -3.603 0.808 -0.45 -0.39 0.17 4.932
C 1.166 1.602 0.812 2.04 1.22 0.73 0.058
O 2.126 1.558 1.508 -1.35 -0.25 -0.69 -0.015
H -0.644 4.644 0.091 0.35 -0.13 0.10 0.021
C 0.041 3.844 0.363 -0.33 -0.37 -0.47 0.918
H -1.439 1.149 -0.207 0.21 0.17 -0.07 0.007
C 0.250 2.574 0.140 -0.23 0.45 0.86 -0.064
```
Positions in Å, forces in eV/Å.

Properties
- HOMO level (alpha / beta) (hartree) = -0.5479 / -0.5845
- charge = +2
- frontier orbital gap (alpha / beta) (Ha) = 0.249 / 0.234
- multiplicity = 7

no.,M (g mol⁻¹),DFT total energy (eV)
1,52.1,-4206.614
2,204.3,-17721.725
3,210.3,-50739.456
4,110.2,-10517.235
5,252.5,-32556.659